The following is a quantum chemistry calculation of the molecule C7H6ClF3N2S, from OMol25.

Computed properties:
- Structure (SMILES): C=C(CC(F)(F)[C@@H](F)Cl)c1nncs1
- Gap between HOMO and LUMO: 9.707 eV
- DFT total energy: -41844.3059 eV
- Largest force on an atom: 3.4 eV Å⁻¹

```
! wB97M-V def2-TZVPD RIJCOSX def2/J DEFGRID3
* xyz 0 1
C -0.529 -1.761 -0.488
C -0.490 -0.534 -0.092
C 0.908 -0.086 0.439
C 1.918 0.337 -0.791
F 1.306 0.904 -1.818
F 2.371 -0.872 -1.354
C 3.372 1.166 -0.462
F 3.161 2.484 -0.009
Cl 4.215 0.240 0.725
C -1.589 0.425 0.098
N -1.586 1.394 0.996
N -2.695 2.113 1.026
C -3.547 1.729 0.150
S -3.066 0.347 -0.773
H -1.292 -2.387 -0.897
H 0.417 -2.289 -0.538
H 0.806 0.837 0.999
H 1.370 -0.994 0.818
H 3.817 1.254 -1.471
H -4.467 2.332 0.253
*
```